C4H10NS | wB97M-V/def2-TZVPD

As for the strongest force on any atom: 4.92 eV/A. The LUMO energy comes out at 3.635 eV. As for the net charge: -1. The HOMO energy comes out at -2.20 eV. Its SMILES is CNCCC[S-].

Cartesian coordinates (Å):
1 C 1.47086 1.47096 -1.03555
2 N 1.19732 -0.02641 -1.17588
3 C -0.08669 -0.71754 -0.66776
4 C -0.23663 -0.80578 0.79403
5 C -1.67873 -0.43339 1.14441
6 S -2.17263 -0.97580 2.75992
7 H 0.94709 2.04540 -1.74049
8 H 2.57581 1.66303 -1.26247
9 H 1.08887 1.78784 -0.06945
10 H 1.99858 -0.24675 -0.53151
11 H -0.35271 -1.52543 -1.35838
12 H -0.92577 -0.03872 -0.96713
13 H 0.35134 -0.17720 1.48751
14 H 0.07132 -1.83193 1.10537
15 H -2.43691 -0.84417 0.29241
16 H -1.81110 0.65588 1.22498

***

C10H17N3O5SW | wB97M-V/def2-TZVPD

As for the strongest force on any atom: 1.26 eV/A. The LUMO energy comes out at -17.080 eV. As for the net charge: +4. The HOMO energy comes out at -22.87 eV.

Cartesian coordinates (Å):
1 W -0.46649 -0.25930 -0.08846
2 O -0.93666 -0.18483 -2.05563
3 C 0.25660 0.34235 -2.83101
4 C 1.31426 -0.70593 -2.63105
5 N 1.52865 -0.91199 -1.12755
6 C 2.70910 -0.13388 -0.62144
7 C 2.48630 0.46076 0.74048
8 O 3.06611 0.77190 1.66100
9 O 0.78968 0.65773 0.74235
10 C 1.75880 -2.37824 -0.78535
11 C 0.48275 -3.14844 -0.69636
12 O 0.07136 -4.15510 -1.00990
13 O -0.61047 -2.02620 0.00397
14 H -1.68691 -0.53895 -2.59784
15 H 0.46506 1.31893 -2.37082
16 H 0.00470 0.52989 -3.88015
17 H 2.24491 -0.41562 -3.13032
18 H 1.00330 -1.66496 -3.05262
19 H 2.94071 0.68651 -1.30986
20 H 3.59454 -0.77535 -0.54860
21 H 2.25657 -2.45077 0.18919
22 H 2.39865 -2.84675 -1.54174
23 C -1.96395 -0.66370 2.33792
24 N -2.34532 0.65817 2.71739
25 C -2.51924 1.28300 4.07838
26 C -3.13867 2.65946 3.71912
27 N -2.95558 2.72643 2.22212
28 C -2.55321 1.57529 1.78428
29 S -2.33121 1.18963 0.06012
30 H -1.78699 -1.34903 3.17444
31 H -0.87811 -0.63830 1.89651
32 H -2.67069 -1.15165 1.66014
33 H -1.55209 1.36002 4.57179
34 H -3.19295 0.66382 4.66682
35 H -2.61006 3.49564 4.17125
36 H -4.20242 2.72975 3.94205
37 H -3.18678 3.53244 1.64995

***

BBrFI | wB97M-V/def2-TZVPD

As for the strongest force on any atom: 3.02 eV/A. The LUMO energy comes out at -0.420 eV. As for the net charge: 0. The HOMO energy comes out at -10.27 eV. Its SMILES is FB(Br)I.

Cartesian coordinates (Å):
1 F -1.36437 -0.41196 -0.63230
2 B -0.20522 0.08321 -0.06318
3 Br 0.14344 -0.01554 2.01358
4 I 1.42615 0.34429 -1.31810

***

C14H24N4O2 | wB97M-V/def2-TZVPD

As for the strongest force on any atom: 1.25 eV/A. The LUMO energy comes out at -1.978 eV. As for the net charge: 0. The HOMO energy comes out at -4.49 eV.

Cartesian coordinates (Å):
1 C 5.36974 -0.05664 1.49169
2 C 4.51044 0.34893 0.33790
3 N 4.82850 0.37347 -0.88192
4 C 3.11023 0.81167 0.69718
5 N 2.15450 0.42032 -0.32585
6 C 1.85196 1.22391 -1.33686
7 C 0.95405 0.81259 -2.30318
8 C 0.38548 -0.42291 -2.15408
9 C 0.75235 -1.21019 -1.03654
10 C 0.09566 -2.53377 -0.83512
11 C -1.34279 -2.30730 -0.37326
12 C -1.48339 -1.91203 1.09872
13 C -2.61176 -0.90709 1.31186
14 N -2.51168 0.14164 0.29126
15 C -1.34374 0.99659 0.54941
16 C -3.71967 0.94010 0.19452
17 C -4.17552 1.77248 1.36634
18 O -4.29954 0.91439 -0.84930
19 N 1.62966 -0.80649 -0.15017
20 H 6.41141 -0.10855 1.18930
21 H 5.04394 -1.01496 1.89298
22 H 5.29191 0.67454 2.29692
23 H 5.78861 0.06387 -1.01911
24 H 2.78707 0.36834 1.63345
25 H 3.09542 1.89590 0.78340
26 H 2.33241 2.18731 -1.36875
27 H 0.70008 1.46359 -3.12414
28 H -0.34635 -0.78705 -2.85905
29 H 0.65153 -3.14302 -0.12541
30 H 0.10124 -3.05338 -1.79271
31 H -1.90875 -3.21941 -0.55303
32 H -1.78268 -1.54474 -1.01446
33 H -1.72969 -2.81904 1.65249
34 H -0.55974 -1.54320 1.54589
35 H -3.57109 -1.41550 1.22469
36 H -2.54550 -0.47778 2.31984
37 H -0.81493 1.17919 -0.38525
38 H -0.65647 0.52846 1.25274
39 H -1.60908 1.97543 0.94724
40 H -5.09755 2.26403 1.07639
41 H -3.45892 2.54798 1.62181
42 H -4.36715 1.15646 2.24338
43 O -3.66501 2.38045 -3.53960
44 H -4.24518 1.84144 -2.99164

***

C9H13AuNO2 | wB97M-V/def2-TZVPD

As for the strongest force on any atom: 4.70 eV/A. The LUMO energy (alpha / beta) comes out at 3.881 / 3.562 eV. As for the net charge: -1. The HOMO energy (alpha / beta) comes out at -2.56 / -2.72 eV. Its multiplicity is 3.

Cartesian coordinates (Å):
1 C -0.85510 1.07361 -2.02330
2 C 0.53820 0.86312 -2.27509
3 C 1.28498 1.59158 -1.29303
4 C 0.34959 2.26189 -0.44519
5 C -0.97001 1.92892 -0.88099
6 Au 0.08664 -0.13596 -0.11638
7 N -1.47990 -0.94939 0.66737
8 C -0.13877 -2.32121 -0.01893
9 C 0.99293 -1.89391 -0.89483
10 H 2.35227 1.73409 -1.27780
11 H 0.95616 0.27141 -3.07588
12 H 0.59109 3.02502 0.28171
13 H -1.88833 2.37260 -0.49810
14 H -1.68259 0.65142 -2.58572
15 H 0.88484 -1.97996 -1.98483
16 H -0.88553 -2.91218 -0.56900
17 H -2.48152 -1.03536 0.97499
18 H 2.01475 -1.89560 -0.49067
19 H 0.21766 -2.73331 0.93739
20 C 1.25658 0.57523 4.11553
21 C 0.78473 -0.07266 2.83642
22 O 0.52238 -1.28299 2.77997
23 O 0.68481 0.77373 1.82141
24 H 2.19503 0.09325 4.43525
25 H 0.49071 0.43130 4.89304
26 H 1.41521 1.65336 3.90097

***

C33H77N11O11 | wB97M-V/def2-TZVPD

As for the strongest force on any atom: 3.96 eV/A. The LUMO energy comes out at 0.569 eV. As for the net charge: 0. The HOMO energy comes out at -9.01 eV. Its SMILES is CNC(C)=O.CNC(C)=O.CNC(C)=O.CNC(C)=O.CNC(C)=O.CNC(C)=O.CNC(C)=O.CNC(C)=O.CNC(C)=O.CNC(C)=O.CNC(C)=O.

Cartesian coordinates (Å):
1 C -1.74160 0.09575 6.32274
2 N -0.76444 -0.63448 5.44285
3 C 0.08043 0.07664 4.70113
4 C 0.79335 -0.60321 3.59453
5 O 0.25872 1.30926 4.91351
6 H -1.28069 0.79825 7.02576
7 H -2.31141 -0.62641 6.84770
8 H -2.45893 0.58846 5.67028
9 H -1.01720 -1.62006 5.33291
10 H 0.49966 -0.09536 2.65804
11 H 0.58988 -1.69567 3.57270
12 H 1.84403 -0.39236 3.68285
13 C -1.56378 -4.21944 2.01847
14 N -2.78112 -3.87083 2.77416
15 C -2.83894 -3.37202 3.99163
16 C -4.31022 -3.08720 4.43638
17 O -1.79894 -3.23446 4.66152
18 H -1.81957 -4.09959 0.98220
19 H -1.31260 -5.26124 2.25420
20 H -0.75632 -3.56621 2.29232
21 H -3.63340 -3.80143 2.16457
22 H -5.07048 -3.33026 3.68274
23 H -4.53851 -2.09532 4.71472
24 H -4.50682 -3.55066 5.39875
25 C 5.11337 -1.43863 2.12002
26 N 5.60840 -2.79271 2.18951
27 C 5.27979 -3.74507 1.18763
28 C 5.84775 -5.16900 1.42778
29 O 4.52793 -3.51477 0.27014
30 H 5.04816 -1.24335 1.09831
31 H 5.83805 -0.72142 2.49253
32 H 4.15780 -1.24163 2.65721
33 H 5.96410 -3.25093 2.99601
34 H 5.18076 -5.71369 2.12557
35 H 6.87561 -5.13685 1.80455
36 H 5.89248 -5.70041 0.51541
37 C -1.99507 3.44789 3.55565
38 N -2.12307 4.11295 2.25809
39 C -1.37282 3.73247 1.24471
40 C -1.53249 4.42772 -0.18689
41 O -0.50842 2.88114 1.36617
42 H -0.97766 3.53981 3.89481
43 H -2.27261 2.37396 3.51816
44 H -2.54392 4.00700 4.31440
45 H -2.90405 4.70733 2.09944
46 H -2.32962 5.24460 -0.08016
47 H -2.09671 3.74324 -0.81819
48 H -0.54293 4.57033 -0.56296
49 C -6.96395 -1.34015 -0.29576
50 N -5.53578 -1.24018 -0.27456
51 C -4.73083 -1.92627 0.56530
52 C -3.26774 -1.51320 0.68352
53 O -5.17712 -2.88646 1.25237
54 H -7.43280 -0.74807 0.46975
55 H -7.25055 -2.34920 -0.16811
56 H -7.31919 -1.04306 -1.23541
57 H -5.21256 -0.34506 -0.57299
58 H -3.01720 -1.58462 1.76198
59 H -3.03777 -0.48729 0.38240
60 H -2.59930 -2.23728 0.18416
61 C 5.29368 2.85198 0.43469
62 N 4.30590 3.39782 1.34766
63 C 3.21845 2.64778 1.74696
64 C 2.22633 3.33254 2.60714
65 O 3.09442 1.48107 1.41366
66 H 6.03730 2.14259 0.87691
67 H 5.92576 3.76866 0.28592
68 H 4.94685 2.44253 -0.50987
69 H 4.37154 4.31346 1.69654
70 H 1.25390 3.28053 2.19702
71 H 2.51851 4.34700 2.82868
72 H 2.07351 2.72822 3.50837
73 C -5.43084 -0.16464 -4.18597
74 N -4.83728 0.25745 -2.96481
75 C -4.91285 1.44091 -2.30152
76 C -5.37727 2.65402 -3.03955
77 O -4.55888 1.58761 -1.15453
78 H -4.68077 -0.02007 -4.98554
79 H -6.38936 0.28382 -4.36314
80 H -5.63992 -1.22040 -4.06513
81 H -4.27674 -0.35143 -2.46447
82 H -5.97582 2.48868 -3.90707
83 H -4.48252 3.21196 -3.24406
84 H -6.00232 3.18757 -2.33786
85 C 4.52948 -0.22505 -1.54584
86 N 3.64811 -1.30502 -1.87672
87 C 2.74644 -1.31208 -2.87151
88 C 2.13128 -2.70023 -2.97859
89 O 2.50215 -0.37425 -3.67466
90 H 4.51384 0.42568 -2.39308
91 H 5.53175 -0.62724 -1.38126
92 H 4.27286 0.34163 -0.64633
93 H 3.59439 -2.03724 -1.18242
94 H 1.92626 -2.91309 -4.11149
95 H 1.14426 -2.69090 -2.51953
96 H 2.79341 -3.47283 -2.54672
97 C -0.07902 1.44834 -4.62684
98 N -0.18701 0.01758 -4.58663
99 C -1.39767 -0.54834 -4.50291
100 C -1.35653 -2.04134 -4.43406
101 O -2.42837 0.09687 -4.44918
102 H -1.04872 1.83824 -4.12508
103 H -0.01980 1.85050 -5.62833
104 H 0.74260 1.82540 -4.03035
105 H 0.63702 -0.54709 -4.39546
106 H -0.85685 -2.37643 -5.31093
107 H -2.30590 -2.55160 -4.59634
108 H -0.87464 -2.33754 -3.46950
109 C 2.50372 2.59253 -1.73120
110 N 2.90390 2.66868 -3.11038
111 C 3.65428 3.73132 -3.48590
112 C 4.24253 3.68774 -4.84735
113 O 3.87690 4.69714 -2.73618
114 H 2.38815 1.52319 -1.51399
115 H 1.52430 2.98899 -1.63462
116 H 3.20629 3.18733 -1.12238
117 H 2.81655 1.85573 -3.64396
118 H 4.37198 4.69019 -5.29378
119 H 3.63269 3.20768 -5.57994
120 H 5.18525 2.98694 -4.82738
121 C -0.67546 0.26786 -1.08809
122 N 0.21713 -0.28149 -0.14457
123 C 0.46456 -1.61496 -0.15946
124 C 1.46624 -2.01209 0.86797
125 O -0.16943 -2.45448 -0.80015
126 H -1.10101 1.24794 -0.87505
127 H -1.48219 -0.34457 -1.33456
128 H -0.08146 0.40655 -2.02341
129 H 0.74470 0.23508 0.56695
130 H 2.00775 -2.94201 0.65939
131 H 1.07691 -2.13223 1.90008
132 H 2.21366 -1.19797 1.04453

***

Which value of strongest force on any atom does entry 1 give?
4.92 eV/A

***

The lowest strongest force on any atom belongs to which entry?
C14H24N4O2

***

Which formula does entry 2 have?
C10H17N3O5SW